{
  "formula": "C21H32PbSb2",
  "method": "wB97M-V/def2-TZVPD",
  "symbols": ["Pb", "C", "C", "C", "C", "C", "C", "C", "C", "C", "H", "H", "H", "H", "H", "H", "H", "H", "H", "H", "H", "H", "C", "Sb", "C", "C", "C", "C", "C", "C", "C", "C", "C", "Sb", "C", "C", "H", "H", "H", "H", "H", "H", "H", "H", "H", "H", "H", "H", "H", "H", "H", "H", "H", "H", "H", "H"],
  "coordinates": [[-1.303977, 1.640926, 2.031402], [-0.493032, 5.211348, 3.348007], [-1.224037, 3.922593, 3.582306], [-0.598237, 2.849417, 4.268790], [-1.337218, 1.729154, 4.721998], [-0.768519, 0.761319, 5.717315], [-2.674290, 1.597500, 4.273151], [-3.345143, 2.665920, 3.624898], [-4.832970, 2.635748, 3.458049], [-2.584675, 3.786145, 3.234563], [0.045921, 5.207081, 2.397875], [0.236438, 5.383237, 4.137844], [-1.192506, 6.044857, 3.324342], [0.416681, 2.982407, 4.627254], [-0.484941, -0.188612, 5.259640], [-1.523335, 0.537683, 6.471453], [0.105201, 1.180009, 6.211810], [-3.261790, 0.758162, 4.630538], [-5.152501, 1.853349, 2.767004], [-5.213800, 3.591855, 3.108348], [-5.291605, 2.408978, 4.422474], [-3.087581, 4.621638, 2.761199], [2.580429, -2.033662, 2.102015], [1.258884, -0.849780, 0.957098], [2.673732, 0.253723, -0.175631], [0.840402, -2.550877, -0.522383], [1.669568, -2.641896, -1.717076], [3.004543, -3.010025, -1.548703], [3.891089, -3.105465, -2.604456], [3.512181, -2.843060, -3.954622], [2.223889, -2.555676, -4.203165], [1.225090, -2.520550, -3.125971], [-0.072881, -2.666876, -3.482611], [-1.232453, -0.505325, -4.792560], [0.213974, -0.143614, -6.269974], [-2.573160, -1.592798, -5.978119], [2.930778, -1.443529, 2.947771], [3.436493, -2.304034, 1.487207], [2.073203, -2.922262, 2.472611], [3.371872, -0.426163, -0.660866], [3.238333, 0.876608, 0.518633], [2.200271, 0.889429, -0.920512], [-0.235460, -2.614217, -0.640702], [1.209175, -3.288429, 0.189587], [3.355561, -3.248255, -0.553546], [4.916347, -3.397343, -2.403705], [4.243176, -2.928263, -4.746667], [1.874587, -2.424959, -5.220261], [-0.855660, -2.847554, -2.756289], [-0.284509, -2.959657, -4.517417], [0.262499, -0.968492, -6.980608], [1.189820, 0.078162, -5.844717], [-0.133380, 0.744070, -6.813132], [-2.047750, -2.266599, -6.654932], [-3.087260, -0.837690, -6.587217], [-3.307468, -2.125658, -5.379339]],
  "forces_ev_per_a": [[-0.080, 0.141, 0.210], [0.013, -0.104, -0.098], [-0.001, 0.075, 0.078], [-0.090, 0.055, 0.239], [-0.004, -0.024, -0.077], [0.063, -0.040, -0.150], [-0.094, 0.127, 0.332], [-0.026, 0.013, -0.054], [0.077, -0.049, -0.088], [-0.011, 0.014, 0.071], [0.005, 0.011, -0.008], [0.002, 0.004, 0.002], [0.002, 0.007, -0.007], [0.027, -0.021, -0.064], [-0.013, -0.012, 0.001], [0.008, 0.005, 0.014], [0.016, -0.011, -0.012], [0.011, -0.037, -0.048], [-0.008, -0.013, 0.006], [-0.005, -0.008, -0.030], [-0.009, 0.016, 0.004], [-0.004, 0.001, -0.015], [0.084, 0.132, 0.160], [-0.138, -0.190, -0.639], [0.126, 0.028, 0.060], [0.069, 0.240, 0.111], [0.296, -0.136, 0.085], [-0.020, 0.076, 0.015], [0.026, 0.028, -0.100], [0.110, -0.040, 0.142], [-0.291, 0.003, 0.126], [0.160, 0.054, -0.132], [0.116, -0.608, 0.320], [-0.092, 0.243, -0.059], [0.067, -0.099, -0.077], [0.009, -0.119, -0.033], [0.051, -0.059, 0.032], [0.029, -0.021, 0.057], [0.003, -0.001, 0.010], [0.027, 0.013, 0.004], [0.022, 0.035, -0.037], [-0.028, 0.004, 0.007], [0.004, 0.003, -0.135], [-0.296, -0.245, -0.055], [0.038, 0.012, -0.007], [-0.007, -0.012, 0.020], [0.001, 0.018, -0.011], [-0.017, 0.009, 0.006], [-0.036, 0.097, -0.010], [-0.092, 0.252, -0.038], [0.008, 0.030, -0.031], [-0.004, 0.068, -0.005], [0.006, 0.014, -0.014], [-0.030, 0.019, -0.041], [-0.034, -0.030, -0.021], [-0.042, 0.033, -0.017]],
  "lowdin_charge": [1.5350, 0.0117, -0.3186, -0.0953, -0.3384, 0.0111, -0.1069, -0.3141, 0.0125, -0.0550, 0.1097, 0.1123, 0.1125, 0.1496, 0.1041, 0.1182, 0.1080, 0.1547, 0.1105, 0.1066, 0.1221, 0.1520, -0.3048, 1.2855, -0.3196, -0.2462, -0.1804, -0.0161, 0.0889, 0.0133, 0.0185, -0.1867, 0.0042, 1.5154, -0.3335, -0.3250, 0.0259, 0.0188, 0.0320, 0.0082, 0.0262, 0.0108, 0.0564, 0.0681, 0.1243, 0.1515, 0.1443, 0.1244, 0.0898, 0.0911, 0.0372, 0.0160, 0.0443, 0.0393, 0.0484, 0.0271],
  "homo_lumo_gap_ha": 0.2115,
  "charge": 4
}

***

{
  "formula": "C20H26N2O2S",
  "method": "wB97M-V/def2-TZVPD",
  "symbols": ["C", "C", "O", "C", "C", "C", "C", "C", "N", "C", "C", "S", "N", "C", "C", "C", "C", "C", "C", "C", "C", "C", "C", "O", "C", "H", "H", "H", "H", "H", "H", "H", "H", "H", "H", "H", "H", "H", "H", "H", "H", "H", "H", "H", "H", "H", "H", "H", "H", "H", "H"],
  "coordinates": [[0.053596, -1.263125, -5.403007], [1.073450, -1.468150, -4.286060], [1.169123, -0.353225, -3.425058], [0.193968, -0.123951, -2.508741], [-0.864571, -0.964702, -2.216225], [-1.798115, -0.620828, -1.247639], [-1.692684, 0.573303, -0.561223], [-2.731587, 0.986665, 0.456776], [-2.159234, 1.589454, 1.645506], [-2.506975, 2.961858, 1.920767], [-1.518241, 0.833806, 2.569900], [-1.076889, 1.440830, 4.050306], [-1.290298, -0.462582, 2.242097], [-0.580364, -1.358602, 3.122053], [0.945554, -1.217192, 3.020795], [1.455001, -1.517483, 1.640190], [1.375147, -2.806766, 1.125903], [1.860198, -3.094555, -0.136609], [2.442866, -2.097416, -0.900050], [2.519721, -0.808356, -0.403330], [2.018878, -0.521149, 0.854374], [-0.619383, 1.419557, -0.834676], [0.321529, 1.089101, -1.790255], [1.397635, 1.851670, -2.119199], [1.613484, 3.045300, -1.408192], [0.308200, -0.372941, -5.972424], [-0.946972, -1.135946, -4.996999], [0.059080, -2.122301, -6.068170], [0.853268, -2.381122, -3.718531], [2.075066, -1.562473, -4.715112], [-0.980678, -1.904214, -2.731390], [-2.618640, -1.293508, -1.043644], [-3.396340, 1.729216, 0.006181], [-3.343238, 0.118648, 0.734069], [-1.904919, 3.313161, 2.756996], [-3.563423, 3.053711, 2.190288], [-2.308399, 3.579628, 1.043936], [-1.229968, -0.688362, 1.258562], [-0.886089, -2.376776, 2.868431], [-0.892050, -1.132360, 4.144435], [1.214435, -0.199878, 3.308397], [1.396200, -1.905574, 3.739013], [0.943680, -3.594937, 1.727408], [1.796218, -4.103454, -0.519422], [2.842351, -2.322812, -1.877558], [2.970084, -0.030230, -1.000499], [2.081543, 0.485662, 1.243712], [-0.533726, 2.339697, -0.280121], [0.798978, 3.761014, -1.562665], [2.536293, 3.462663, -1.807896], [1.735059, 2.860287, -0.335966]],
  "forces_ev_per_a": [[0.202, 0.081, 0.363], [-0.131, -0.294, -0.357], [-0.013, 0.274, 0.266], [-0.035, 0.157, 0.007], [0.299, -0.009, -0.234], [-0.102, 0.274, 0.226], [-0.109, -0.206, -0.167], [-0.018, -0.096, -0.150], [0.003, -0.232, -0.141], [0.002, 0.327, 0.121], [-0.076, -0.043, -0.014], [0.232, 0.252, 0.775], [-0.136, 0.148, -0.394], [0.262, -0.115, 0.340], [-0.263, -0.015, -0.005], [0.041, 0.019, 0.098], [-0.015, 0.017, -0.015], [-0.001, -0.128, -0.044], [0.071, 0.002, -0.076], [0.096, -0.043, -0.059], [0.014, -0.014, 0.049], [0.142, 0.039, -0.123], [-0.032, -0.019, -0.156], [-0.126, -0.389, -0.129], [0.028, 0.223, 0.125], [0.009, 0.061, -0.076], [-0.099, -0.012, -0.030], [-0.023, -0.095, -0.083], [0.087, 0.078, -0.006], [-0.125, -0.071, 0.101], [0.057, -0.087, -0.101], [-0.099, -0.077, 0.047], [0.014, -0.089, 0.104], [0.029, 0.082, -0.055], [-0.118, 0.026, -0.146], [0.006, 0.021, -0.001], [-0.039, -0.012, -0.069], [-0.075, -0.012, -0.014], [0.019, 0.031, 0.025], [-0.002, -0.149, -0.159], [0.001, -0.052, 0.055], [0.032, 0.019, 0.050], [-0.048, -0.089, 0.069], [0.008, -0.077, -0.030], [0.022, -0.015, -0.107], [0.010, 0.101, -0.080], [-0.003, 0.106, 0.062], [0.080, 0.134, 0.075], [0.018, -0.043, 0.024], [-0.068, 0.008, 0.055], [-0.028, 0.001, -0.019]],
  "lowdin_charge": [-0.0586, -0.2491, -0.0401, -0.2113, -0.0050, -0.0472, -0.2335, -0.1175, -0.1802, -0.0962, -0.7992, 0.6696, 0.0164, -0.2272, -0.1441, -0.2376, -0.0469, -0.0810, -0.0936, -0.0808, -0.0306, 0.0407, -0.2059, -0.0711, -0.0744, 0.0810, 0.0677, 0.0775, 0.1120, 0.1259, 0.1105, 0.1153, 0.1322, 0.1314, 0.0193, 0.0966, 0.0858, 0.1094, 0.1167, 0.0794, 0.0875, 0.1220, 0.1112, 0.1009, 0.1009, 0.1079, 0.1137, 0.1102, 0.0979, 0.0967, 0.0947],
  "smiles": "CCOc1ccc(CN(C)C(=S)NCCc2ccccc2)cc1OC",
  "homo_lumo_gap_ha": 0.3129
}

***

{
  "formula": "C2H2IN3",
  "method": "wB97M-V/def2-TZVPD",
  "symbols": ["C", "C", "N", "N", "N", "I", "H", "H"],
  "coordinates": [[0.179279, -0.681291, 0.595899], [-0.036826, -0.147596, -0.748963], [-0.190905, 0.068606, 1.566902], [-0.794261, 1.401244, -0.091045], [-0.738256, 1.234594, 1.083186], [1.721291, 0.362182, -1.830099], [0.633807, -1.632131, 0.816569], [-0.774129, -0.605608, -1.392448]],
  "forces_ev_per_a": [[-0.082, 0.265, -0.321], [-0.756, 2.596, 1.127], [0.842, -1.858, 0.702], [1.078, -2.106, -2.714], [-0.738, 1.541, 0.960], [-0.375, -0.155, 0.259], [0.070, -0.139, 0.048], [-0.038, -0.144, -0.060]],
  "lowdin_charge": [-0.2660, -0.6749, 0.0303, 0.0676, -0.1085, 0.7939, 0.1089, 0.0487],
  "homo_lumo_gap_ha": 0.3151
}